Density functional theory data (ωB97M-V/def2-TZVPD) for a structure of composition C8H23BMnO5 in a non-equilibrium geometry.

The calculation puts the total energy at -1870.05469 Eh. Its spin multiplicity is 6. The calculation puts the frontier orbital gap (alpha / beta) at 0.1368 / 0.1388 Eh. The total charge is -4. For the highest occupied orbital energy (alpha / beta), the calculation gives 6.14 / 6.05 eV. Its energy relative to the best compared isomer or geometry (same formula, charge and spin) is 1.080 eV.

The geometry in XYZ format:
```
38
Properties=species:S:1:pos:R:3:nbo_charge:R:1
Mn -0.45607 -0.10551 0.03695 1.64
C 3.17167 -1.13669 0.37115 -0.64
C 2.22047 -2.34081 0.35571 -0.02
O 0.94433 -2.03186 0.73302 -0.94
H 3.29510 -0.71371 1.36733 0.21
H 2.96898 -0.36799 -0.37490 0.20
H 4.15364 -1.57019 0.06730 0.11
H 2.71501 -3.10254 1.01206 0.04
H 2.14340 -2.76746 -0.66984 0.08
C -4.29644 -2.11414 1.00027 -0.66
C -3.27054 -0.96656 1.08648 -0.04
O -1.97530 -1.40808 1.03291 -0.95
H -5.31756 -1.70084 0.95271 0.14
H -4.12178 -2.83149 1.80716 0.17
H -4.16583 -2.58806 0.02054 0.18
H -3.47098 -0.35951 1.99510 0.08
H -3.49703 -0.29132 0.23999 0.13
C 0.59558 0.54067 -3.96534 -0.64
C 0.73035 -0.65644 -3.04750 0.00
O -0.11752 -0.70974 -1.99237 -0.95
H 0.55360 1.46403 -3.38077 0.23
H -0.33595 0.50700 -4.54777 0.16
H 1.41460 0.56680 -4.70198 0.13
H 1.77937 -0.71142 -2.68387 0.09
H 0.64725 -1.56835 -3.69150 0.05
O 0.51734 1.36098 1.28372 -0.99
C 1.58983 1.52403 2.15007 -0.05
C 1.59612 2.82401 3.08778 -0.04
O 1.26892 4.03508 2.52489 -1.00
H 2.51929 1.52314 1.54622 0.07
H 1.62796 0.64073 2.82315 0.08
H 2.60220 2.91812 3.57760 0.01
H 0.94524 2.57023 3.96034 0.03
B -1.79032 1.89939 -0.79965 -0.79
H -2.41544 1.29111 -1.58482 -0.06
H -2.10557 3.02392 -0.88045 -0.05
H -2.01441 1.54697 0.29031 -0.02
H -0.64952 1.80650 -1.00200 -0.02
```

Density functional theory data (ωB97M-V/def2-TZVPD) for the ion C24H20BrN2O6S with charge -1 in a non-equilibrium geometry.

The calculation puts the total energy at -4459.44289 Eh. The calculation puts the frontier orbital gap at 0.2105 Eh. The total charge is -1. For the highest occupied orbital energy, the calculation gives -3.10 eV.

The geometry in XYZ format:
```
54
Properties=species:S:1:pos:R:3:nbo_charge:R:1
C -4.44612 -0.32707 -2.01104 -0.63
C -3.41755 -1.41061 -1.87417 -0.07
O -2.18736 -0.84316 -1.27050 -0.53
C -1.27120 -1.82444 -1.11265 0.89
O -1.58775 -2.98878 -1.29862 -0.70
N -0.02411 -1.41253 -0.73620 -0.64
C 1.08005 -2.07774 -1.23545 0.28
C 1.13024 -3.42893 -1.51721 -0.30
C 2.34063 -3.96433 -1.98942 -0.20
C 3.48759 -3.14157 -2.09663 -0.30
C 3.43329 -1.78209 -1.80871 -0.07
Br 5.03956 -0.79313 -1.49445 0.05
C 2.18050 -1.18959 -1.52147 -0.11
C 1.71264 0.10964 -1.23779 0.01
N 2.24755 1.37344 -1.35337 0.39
O 3.13158 1.87229 -2.02914 -0.44
O 1.47511 2.21872 -0.51701 -0.41
C 0.40744 0.25913 -0.50736 -0.34
H -5.30601 -0.66460 -2.60421 0.21
H -4.83572 -0.02859 -1.03356 0.21
H -4.04051 0.55988 -2.50610 0.21
H -3.77472 -2.21563 -1.22660 0.20
H -3.16002 -1.82096 -2.85843 0.18
H 0.23142 -4.02607 -1.36600 0.26
H 2.40064 -5.03641 -2.21281 0.20
H 4.44995 -3.58670 -2.36148 0.21
H -0.36899 0.70022 -1.12774 0.24
C -4.68455 1.58679 1.27443 -0.21
C -3.98968 2.09915 0.17165 -0.21
C -2.61549 2.30621 0.24727 -0.21
C -1.94007 1.98666 1.42049 -0.21
S -0.19004 2.39119 1.53560 2.11
C 0.87071 1.31396 0.39682 -0.01
C 2.03829 0.88918 1.28574 0.04
C 2.35311 -0.42382 1.61015 -0.25
C 3.62970 -0.68697 2.11720 -0.20
C 4.48779 0.37143 2.41509 -0.23
C 4.09667 1.69932 2.19141 -0.22
C 2.85015 1.95944 1.64301 -0.21
O -0.07388 3.76079 1.05847 -0.93
O 0.15738 2.06132 2.89740 -0.94
C -2.62080 1.47450 2.53208 -0.21
C -3.99624 1.26133 2.44467 -0.22
H -5.76475 1.44517 1.21649 0.21
H -4.50566 2.34233 -0.75964 0.21
H -2.04811 2.70589 -0.58920 0.24
H -0.04755 0.05331 0.50402 0.10
H 1.62272 -1.22033 1.47446 0.23
H 3.91094 -1.72856 2.30566 0.21
H 5.47577 0.17231 2.85019 0.20
H 4.71660 2.56500 2.45298 0.21
H 2.53145 2.98874 1.46114 0.23
H -2.06498 1.25047 3.43989 0.25
H -4.52762 0.84475 3.31062 0.21
```

Density functional theory data (ωB97M-V/def2-TZVPD) for a structure of composition C35H37BEuF4P2 in a non-equilibrium geometry.

The calculation puts the total energy at -3173.32295 Eh. Its spin multiplicity is 8. The calculation puts the frontier orbital gap (alpha / beta) at 0.2392 / 0.2434 Eh. For the highest occupied orbital energy (alpha / beta), the calculation gives -7.79 / -7.81 eV.

The geometry in XYZ format:
```
80
Properties=species:S:1:pos:R:3:lowdin_charge:R:1
Eu 0.86498 -0.12809 5.77721 1.59
C 4.87769 2.56397 4.47071 -0.11
C 4.13045 2.83573 3.39702 -0.11
C 4.33444 2.30893 2.01024 -0.20
C 3.74052 0.89565 1.74659 -0.18
C 4.19370 -0.15767 2.72207 -0.13
C 5.30022 -0.17579 3.45687 -0.12
C 6.43716 0.79315 3.43818 -0.19
C 6.22585 1.90687 4.49996 -0.17
C 1.57217 -2.47055 5.69335 -0.38
H 4.47146 2.87376 5.44090 0.09
H 3.24331 3.47429 3.47595 0.10
H 5.39495 2.30752 1.73077 0.09
H 3.80383 2.98784 1.32967 0.10
H 2.64025 0.93304 1.79898 0.08
H 3.97640 0.57885 0.70441 0.12
H 3.49396 -1.00302 2.85622 0.09
H 5.48332 -1.00643 4.14492 0.11
H 6.63760 1.26554 2.47653 0.09
H 7.37378 0.29347 3.70713 0.11
H 6.36933 1.46395 5.49338 0.11
H 6.96722 2.71268 4.39339 0.12
H 2.22079 -2.91663 6.45008 -0.06
H 2.24584 -1.89802 4.90960 -0.07
H 0.99155 -3.24612 5.21477 -0.09
P -3.39343 0.93721 -1.82313 0.99
P -2.61628 -2.14265 -2.34980 0.99
C -2.30221 0.48843 -3.19227 -0.33
C -2.05716 -0.82393 -3.45554 -0.36
C -4.50892 2.18018 -2.61553 -0.40
C -4.14843 2.89257 -3.76996 -0.10
C -5.00450 3.87109 -4.28765 -0.08
C -6.24382 4.11678 -3.67991 -0.09
C -6.63301 3.36926 -2.55553 -0.09
C -5.77753 2.39391 -2.03429 -0.11
C -2.22371 1.96700 -0.83519 -0.37
C -1.18726 1.26761 -0.17674 -0.11
C -0.21950 1.97151 0.53467 -0.09
C -0.26883 3.37004 0.59576 -0.09
C -1.30145 4.06193 -0.05347 -0.08
C -2.28845 3.36155 -0.75200 -0.09
C -3.24034 -3.28804 -3.68745 -0.37
C -4.40394 -2.86012 -4.35409 -0.11
C -4.86141 -3.56091 -5.47294 -0.09
C -4.17443 -4.69844 -5.92142 -0.09
C -3.05153 -5.14922 -5.22390 -0.09
C -2.59358 -4.46697 -4.09003 -0.08
C -1.02032 -2.94468 -1.92925 -0.42
C -1.01373 -3.85211 -0.84745 -0.11
C 0.13508 -4.58946 -0.57135 -0.09
C 1.29643 -4.40272 -1.33789 -0.09
C 1.30525 -3.45000 -2.36201 -0.08
C 0.16152 -2.69442 -2.63592 -0.10
H -1.83274 1.29734 -3.76405 0.07
H -1.55776 -1.13884 -4.37634 0.08
H -3.20168 2.69824 -4.27299 0.09
H -4.70743 4.44277 -5.17142 0.10
H -6.91245 4.88705 -4.07571 0.10
H -7.60555 3.54182 -2.08692 0.10
H -6.07376 1.79487 -1.17135 0.10
H -1.15406 0.17739 -0.23895 0.09
H 0.57608 1.42675 1.05100 0.08
H 0.49402 3.91755 1.15040 0.10
H -1.34116 5.14974 -0.00858 0.10
H -3.10303 3.90905 -1.23579 0.10
H -4.92925 -1.96291 -4.01359 0.10
H -5.74108 -3.20958 -6.00822 0.10
H -4.51655 -5.23481 -6.81062 0.10
H -2.50284 -6.02962 -5.56242 0.10
H -1.72154 -4.82676 -3.53743 0.10
H -1.92548 -3.98693 -0.25908 0.10
H 0.12097 -5.32478 0.23290 0.10
H 2.18438 -5.00108 -1.13158 0.10
H 2.20585 -3.30353 -2.96163 0.10
H 0.19639 -1.93655 -3.41947 0.09
F 2.40431 1.57506 6.40158 -0.24
B 3.64978 0.81372 7.10756 -1.11
F 4.58345 1.77415 7.42771 0.16
F 3.02370 0.14043 8.16381 0.10
F 4.03216 -0.10889 6.11656 0.10
```

Density functional theory data (ωB97M-V/def2-TZVPD) for a cluster of 2 separate species, C4H6N5O in total in a non-equilibrium geometry.

The calculation puts the total energy at -504.90471 Eh. The calculation puts the frontier orbital gap (alpha / beta) at 0.2946 / 0.2880 Eh. The total charge is -1. For the highest occupied orbital energy (alpha / beta), the calculation gives -4.91 / -4.72 eV. Its energy relative to the best compared isomer or geometry (same formula, charge and spin) is 3.956 eV.

The geometry in XYZ format:
```
16
Properties=species:S:1:pos:R:3:nbo_charge:R:1
C -2.09668 -0.41475 -0.68848 0.29
C 0.68258 -0.48687 -1.15227 0.69
C 2.61205 0.22046 0.15967 -0.42
C 0.37457 0.13632 1.16479 -0.43
N -2.85401 -0.92612 0.21468 -0.48
N -2.68358 0.46905 -1.50916 -0.46
N -4.02438 -0.26314 0.04088 -0.19
N -3.90244 0.57203 -0.98559 -0.16
N 1.16570 0.04150 -0.02584 -0.49
O 1.21144 -0.71837 -2.22184 -0.60
H 3.26317 -0.60911 0.43106 0.19
H 3.05766 0.51233 -0.72999 0.21
H 2.72430 1.05476 0.94862 0.19
H 0.42739 1.12698 1.65519 0.19
H -0.75438 -0.02886 0.98919 0.28
H 0.79663 -0.68622 1.70909 0.18
```